No. 1
{"formula": "C16H23BMoNO", "method": "ωB97M-V with the def2-TZVPD basis set", "symbols": ["Mo", "C", "C", "C", "H", "C", "C", "H", "H", "H", "H", "C", "C", "C", "H", "C", "C", "H", "H", "H", "H", "O", "C", "C", "C", "C", "C", "H", "H", "H", "H", "H", "H", "H", "H", "H", "H", "B", "C", "N", "H", "H", "H"], "coordinates": [[0.000, 0.033, 0.591], [1.863, 0.201, 2.011], [2.298, -0.688, 0.960], [2.331, 0.098, -0.255], [2.522, -1.694, 1.063], [1.868, 1.456, 0.053], [1.590, 1.528, 1.444], [1.246, 2.351, 1.998], [1.755, -0.106, 3.042], [2.623, -0.253, -1.194], [1.781, 2.243, -0.642], [-2.200, 0.035, 1.607], [-1.464, 1.273, 2.006], [-1.214, 2.055, 0.826], [-1.174, 1.529, 3.001], [-1.772, 1.347, -0.298], [-2.364, 0.089, 0.192], [-2.801, -0.659, -0.385], [-2.420, -0.752, 2.256], [-0.730, 2.977, 0.798], [-1.797, 1.697, -1.291], [-0.106, -0.978, -1.486], [-0.197, -0.623, -2.925], [0.495, -1.966, -3.300], [0.551, 0.631, -3.241], [-1.650, -0.576, -3.320], [0.414, -2.332, -1.827], [1.513, -1.817, -3.650], [-0.069, -2.588, -3.967], [-0.345, -3.069, -1.545], [1.350, -2.529, -1.296], [0.534, 0.803, -4.329], [1.595, 0.578, -2.919], [0.083, 1.505, -2.757], [-1.748, -0.849, -4.382], [-2.068, 0.436, -3.198], [-2.248, -1.272, -2.727], [-0.002, -0.001, 5.304], [-0.021, -0.030, 3.810], [-0.023, -0.082, 2.635], [-0.990, 0.570, 5.778], [0.989, 0.573, 5.779], [0.001, -1.142, 5.779]], "homo_lumo_gap_ev": [3.55, 4.36], "total_charge": -1, "multiplicity": 3, "homo_energy_ha": [-0.03544, -0.06549], "s_squared": 2.017}

=====

No. 2
{"formula": "C3H3N2O3", "method": "ωB97M-V with the def2-TZVPD basis set", "symbols": ["C", "C", "C", "N", "N", "O", "O", "O", "H", "H", "H"], "coordinates": [[-0.045, 1.212, -1.258], [-1.869, 0.361, 1.695], [-1.527, -0.830, 0.959], [-1.221, 0.457, 0.476], [-1.212, 1.219, -0.623], [1.003, 0.681, -0.986], [-1.510, -2.008, 0.725], [2.065, -1.309, 0.379], [-0.110, 1.785, -2.197], [2.950, -1.046, 0.691], [1.474, -0.522, 0.140]], "homo_lumo_gap_ev": 8.32, "total_charge": -1, "relative_energy_kcal_mol": 99.8, "homo_energy_ha": -0.15753}

=====

No. 3
{"formula": "C12H17NO", "method": "ωB97M-V with the def2-TZVPD basis set", "symbols": ["C", "C", "C", "C", "C", "C", "C", "C", "C", "N", "C", "O", "C", "C", "H", "H", "H", "H", "H", "H", "H", "H", "H", "H", "H", "H", "H", "H", "H", "H", "H"], "coordinates": [[-0.510, -1.103, 1.487], [-0.937, -0.437, 0.476], [-1.307, -1.026, -0.820], [-2.685, -1.678, -0.861], [-0.375, -0.995, -1.775], [1.011, -0.465, -1.260], [1.752, -1.510, -0.497], [1.151, 0.834, -1.047], [2.500, 1.470, -0.707], [0.155, 1.815, -1.412], [-0.964, 1.900, -0.637], [-1.890, 2.636, -0.955], [-1.065, 1.158, 0.695], [-0.049, 1.677, 1.736], [-0.109, -0.563, 2.340], [-0.540, -2.166, 1.512], [-2.955, -1.916, 0.159], [-2.829, -2.431, -1.631], [-3.330, -0.831, -1.030], [-0.526, -1.413, -2.821], [0.944, -2.018, 0.191], [2.639, -0.920, -0.066], [2.251, -2.351, -1.039], [3.271, 1.531, -1.543], [2.980, 0.795, 0.020], [2.461, 2.432, -0.261], [0.298, 2.488, -2.154], [-1.988, 1.406, 1.195], [1.063, 1.228, 1.809], [-0.509, 1.605, 2.695], [-0.030, 2.775, 1.618]], "homo_lumo_gap_ev": 9.78, "relative_energy_kcal_mol": 93.3, "smiles": "C=C1/C(C)=C\\C(C)=C(\\C)NC(=O)[C@@H]1C", "homo_energy_ha": -0.32972}

=====

No. 4
{"formula": "C7H10N3O2", "method": "ωB97M-V with the def2-TZVPD basis set", "symbols": ["C", "C", "C", "C", "C", "C", "C", "N", "N", "N", "O", "O", "H", "H", "H", "H", "H", "H", "H", "H", "H", "H"], "coordinates": [[1.087, -0.089, 0.232], [0.407, -1.327, 0.204], [-0.247, 1.671, 0.267], [-1.871, -0.264, -0.047], [0.287, 2.808, -0.055], [-2.951, -0.525, -0.821], [-1.477, 1.025, 0.684], [-0.927, -1.323, 0.067], [2.296, 0.263, -0.074], [1.176, -2.424, 0.303], [3.214, -0.815, -0.230], [2.824, 1.319, -0.294], [-0.106, 3.742, 0.004], [1.263, 2.840, -0.381], [-3.049, -1.647, -1.024], [-3.734, 0.160, -0.905], [-1.686, 1.059, 1.810], [-2.229, 1.715, 0.381], [-1.328, -2.192, -0.008], [2.214, -2.229, -0.020], [4.053, -0.437, -0.392], [0.785, -3.330, 0.298]], "homo_lumo_gap_ev": 8.77, "total_charge": 1, "relative_energy_kcal_mol": 167.3, "homo_energy_ha": -0.48516}

=====

No. 5
{"formula": "C4H11NO2", "method": "ωB97M-V with the def2-TZVPD basis set", "symbols": ["C", "C", "N", "O", "O", "H", "H", "H", "H", "H", "H", "H", "C", "C", "H", "H", "H", "H"], "coordinates": [[0.047, -1.144, -0.821], [1.415, -1.761, -0.611], [-0.279, -0.952, -2.162], [-0.962, -1.877, -0.231], [-0.085, 0.474, 0.613], [-1.259, -1.443, 0.580], [-1.038, 2.388, 0.114], [-1.177, -0.514, -2.316], [0.453, -0.571, -2.742], [2.185, -1.152, -1.084], [1.627, -1.788, 0.455], [1.443, -2.767, -1.041], [-0.361, 2.087, 0.917], [-0.923, 2.075, 2.211], [-0.302, 2.218, 3.084], [0.593, 2.611, 0.828], [0.575, 0.330, -0.163], [-1.954, 1.786, 2.369]], "homo_lumo_gap_ev": [6.15, 9.03], "relative_energy_kcal_mol": 129.7, "homo_energy_ha": [-0.23163, -0.30302]}

=====

No. 6
{"formula": "C4H36O13", "method": "ωB97M-V with the def2-TZVPD basis set", "symbols": ["C", "C", "C", "C", "H", "H", "H", "H", "H", "H", "H", "H", "H", "H", "H", "H", "O", "H", "H", "O", "H", "H", "O", "H", "H", "O", "H", "H", "O", "H", "H", "O", "H", "H", "O", "H", "H", "O", "H", "H", "O", "H", "H", "O", "H", "H", "O", "H", "H", "O", "H", "H", "O"], "coordinates": [[1.334, 1.138, 0.423], [1.454, 0.717, 1.997], [2.898, 0.250, 2.185], [0.928, 1.696, 3.061], [1.455, 0.280, -0.109], [0.367, 1.598, 0.181], [2.246, 1.728, 0.270], [0.591, -0.152, 2.276], [3.532, 1.027, 1.873], [3.002, -0.518, 1.402], [3.191, -0.291, 3.139], [0.221, 2.456, 2.771], [0.446, 1.162, 3.912], [1.819, 2.250, 3.384], [0.879, -1.998, -0.345], [0.547, -0.461, -0.791], [0.561, -1.377, -1.017], [3.097, -0.587, -2.669], [2.958, -1.481, -1.508], [3.310, -0.486, -1.749], [1.016, -3.687, 2.294], [0.391, -2.960, 1.078], [1.266, -3.247, 1.455], [-2.065, -0.693, -4.141], [-3.173, -1.403, -3.112], [-2.274, -1.060, -3.240], [1.304, -1.120, -3.430], [0.346, -0.146, -3.953], [1.073, -0.645, -4.238], [-3.629, -2.078, -0.824], [-2.130, -1.727, -0.635], [-3.012, -1.684, -0.250], [-1.870, 2.138, -3.589], [-0.622, 1.290, -2.898], [-1.385, 1.327, -3.478], [2.235, -3.644, -0.971], [1.872, -2.809, -2.279], [2.577, -3.064, -1.649], [-3.112, 2.555, 1.883], [-1.579, 2.477, 2.252], [-2.344, 3.035, 2.155], [-2.166, 0.803, -0.253], [-1.517, 0.886, 1.193], [-1.656, 0.403, 0.414], [1.778, 1.916, -3.116], [1.643, 0.841, -2.148], [1.137, 1.543, -2.526], [-4.634, 0.254, 0.717], [-3.342, 0.271, 1.385], [-4.086, 0.867, 1.187], [-1.685, 0.681, 4.506], [-2.980, 1.148, 3.802], [-2.214, 0.583, 3.724]], "homo_lumo_gap_ev": [9.67, 2.84], "total_charge": 1, "multiplicity": 2, "homo_energy_ha": [-0.47451, -0.47437], "s_squared": 0.753}

=====

No. 7
{"formula": "C12H16N2", "method": "ωB97M-V with the def2-TZVPD basis set", "symbols": ["C", "C", "C", "C", "N", "C", "N", "H", "H", "H", "H", "H", "H", "H", "H", "C", "C", "C", "C", "C", "C", "C", "H", "H", "H", "H", "H", "H", "H", "H"], "coordinates": [[1.770, 2.703, 2.885], [0.334, 2.263, 2.666], [-0.219, 2.579, 1.315], [-0.299, 3.823, 0.765], [-0.925, 3.640, -0.452], [-1.053, 2.311, -0.616], [-0.705, 1.634, 0.446], [2.003, 3.732, 2.633], [2.463, 2.137, 2.247], [2.070, 2.533, 3.924], [0.210, 1.225, 2.965], [-0.281, 2.777, 3.423], [-0.289, 4.766, 1.280], [-0.860, 4.225, -1.270], [-1.263, 1.876, -1.581], [1.982, -2.771, -1.682], [0.494, -2.911, -1.399], [-0.336, -3.440, -2.386], [-1.717, -3.339, -2.281], [-2.256, -2.792, -1.129], [-1.436, -2.191, -0.190], [-0.054, -2.243, -0.294], [2.198, -3.138, -2.685], [2.579, -3.325, -0.955], [2.300, -1.734, -1.579], [0.176, -3.895, -3.231], [-2.293, -3.885, -3.022], [-3.323, -2.830, -0.975], [-1.915, -1.754, 0.681], [0.642, -1.976, 0.496]], "homo_lumo_gap_ev": 9.51, "relative_energy_kcal_mol": 16.7, "smiles": "CCc1c[nH]cn1.Cc1ccccc1", "homo_energy_ha": -0.31689}

=====

No. 8
{"formula": "C5H12N2O2", "method": "ωB97M-V with the def2-TZVPD basis set", "symbols": ["C", "C", "O", "C", "O", "C", "N", "C", "N", "H", "H", "H", "H", "H", "H", "H", "H", "H", "H", "H", "H"], "coordinates": [[2.777, -0.148, 1.326], [2.099, 0.120, 0.000], [2.736, 0.200, -1.033], [0.349, 0.575, 0.089], [-0.159, 0.290, 1.353], [-0.215, -0.234, -0.999], [-0.408, -1.620, -0.749], [-1.918, 0.577, -1.041], [-2.592, 0.391, 0.248], [2.448, -1.118, 1.707], [2.489, 0.623, 2.044], [3.865, -0.137, 1.214], [0.410, 1.644, -0.110], [-1.154, 0.214, 1.239], [0.205, -0.038, -1.984], [-0.596, -1.825, 0.228], [0.337, -2.202, -1.115], [-1.865, 1.637, -1.295], [-2.448, 0.059, -1.846], [-3.359, -0.270, 0.131], [-3.001, 1.262, 0.594]], "homo_lumo_gap_ev": 8.76, "relative_energy_kcal_mol": 68.7, "smiles": "CC(=O)[C@H](O)[C@@H](N)CN", "homo_energy_ha": -0.29254}

=====

What did the fifth record say?
{"formula": "C4H11NO2", "method": "ωB97M-V with the def2-TZVPD basis set", "symbols": ["C", "C", "N", "O", "O", "H", "H", "H", "H", "H", "H", "H", "C", "C", "H", "H", "H", "H"], "coordinates": [[0.047, -1.144, -0.821], [1.415, -1.761, -0.611], [-0.279, -0.952, -2.162], [-0.962, -1.877, -0.231], [-0.085, 0.474, 0.613], [-1.259, -1.443, 0.580], [-1.038, 2.388, 0.114], [-1.177, -0.514, -2.316], [0.453, -0.571, -2.742], [2.185, -1.152, -1.084], [1.627, -1.788, 0.455], [1.443, -2.767, -1.041], [-0.361, 2.087, 0.917], [-0.923, 2.075, 2.211], [-0.302, 2.218, 3.084], [0.593, 2.611, 0.828], [0.575, 0.330, -0.163], [-1.954, 1.786, 2.369]], "homo_lumo_gap_ev": [6.15, 9.03], "relative_energy_kcal_mol": 129.7, "homo_energy_ha": [-0.23163, -0.30302]}

=====

What did the eighth record say?
{"formula": "C5H12N2O2", "method": "ωB97M-V with the def2-TZVPD basis set", "symbols": ["C", "C", "O", "C", "O", "C", "N", "C", "N", "H", "H", "H", "H", "H", "H", "H", "H", "H", "H", "H", "H"], "coordinates": [[2.777, -0.148, 1.326], [2.099, 0.120, 0.000], [2.736, 0.200, -1.033], [0.349, 0.575, 0.089], [-0.159, 0.290, 1.353], [-0.215, -0.234, -0.999], [-0.408, -1.620, -0.749], [-1.918, 0.577, -1.041], [-2.592, 0.391, 0.248], [2.448, -1.118, 1.707], [2.489, 0.623, 2.044], [3.865, -0.137, 1.214], [0.410, 1.644, -0.110], [-1.154, 0.214, 1.239], [0.205, -0.038, -1.984], [-0.596, -1.825, 0.228], [0.337, -2.202, -1.115], [-1.865, 1.637, -1.295], [-2.448, 0.059, -1.846], [-3.359, -0.270, 0.131], [-3.001, 1.262, 0.594]], "homo_lumo_gap_ev": 8.76, "relative_energy_kcal_mol": 68.7, "smiles": "CC(=O)[C@H](O)[C@@H](N)CN", "homo_energy_ha": -0.29254}